{
  "formula": "C10H11NOS",
  "method": "the ωB97M-V functional and the def2-TZVPD basis",
  "e_lumo_ev": [-1.13, -1.00],
  "orbital_gap_ha": [0.263, 0.258],
  "spin_multiplicity": 1,
  "symbols": ["C", "C", "C", "C", "C", "C", "C", "C", "C", "C", "N", "O", "S", "H", "H", "H", "H", "H", "H", "H", "H", "H", "H", "H"],
  "positions_angstrom": [[-0.64227, -0.70639, 0.86472], [-0.65539, -1.13631, -1.47531], [0.80145, -0.27556, 0.83738], [0.70543, -1.11662, -1.46727], [-1.38207, -0.99177, -0.17390], [1.45586, -1.03763, -0.24070], [0.13371, 1.93672, -0.44296], [1.11376, 2.38826, 1.46284], [0.78392, 1.30342, 0.62540], [-2.76244, -1.49601, 0.02221], [1.49976, 2.31799, -0.04927], [3.77082, -1.94485, -1.20246], [3.18477, -1.04580, -0.17173], [-1.03403, -0.56076, 1.87327], [-1.28349, -1.04713, -2.30639], [1.07014, -0.33060, 1.84988], [1.32244, -1.16138, -2.38573], [-0.05345, 1.48577, -1.37278], [-0.82148, 2.48108, -0.13901], [0.11884, 2.93096, 1.69747], [1.95608, 2.70079, 2.02943], [-3.25558, -1.08991, -0.84366], [-2.80774, -2.57697, 0.01780], [-3.21903, -1.02729, 0.99077]],
  "nbo_charge": [-0.14, -0.18, -0.34, -0.24, -0.04, -0.25, -0.26, -0.27, 0.05, -0.62, -0.30, -0.87, 1.10, 0.20, 0.21, 0.24, 0.24, 0.22, 0.17, 0.18, 0.24, 0.21, 0.23, 0.22]
}

---

{
  "formula": "C10H11NOS",
  "method": "the ωB97M-V functional and the def2-TZVPD basis",
  "e_lumo_ev": -0.91,
  "orbital_gap_ha": 0.251,
  "smiles": "CC/C=N/O[C@@H]1C=CC=CC1=C=S",
  "spin_multiplicity": 1,
  "symbols": ["C", "C", "C", "N", "O", "C", "C", "C", "C", "C", "C", "C", "S", "H", "H", "H", "H", "H", "H", "H", "H", "H", "H", "H"],
  "positions_angstrom": [[-3.97260, 0.40686, 0.44052], [-2.84889, -0.26385, -0.39505], [-1.46555, 0.31842, -0.16550], [-0.84249, 0.98609, -1.12094], [0.39803, 1.44988, -0.96938], [1.19025, 0.83414, 0.08635], [2.55938, 1.41107, -0.05915], [3.64831, 0.60436, 0.05570], [3.55150, -0.81141, 0.03054], [2.37794, -1.42646, -0.03056], [1.09389, -0.69453, -0.08006], [-0.07283, -1.26842, -0.25666], [-0.75656, -2.64086, -0.72076], [-4.74397, -0.17619, 0.83929], [-3.55306, 0.78490, 1.33499], [-4.42461, 1.12096, -0.17705], [-3.07905, -0.23815, -1.50827], [-2.77307, -1.32632, 0.02805], [-1.05904, 0.22978, 0.88976], [0.73946, 1.27204, 0.94245], [2.58757, 2.50587, 0.27614], [4.60835, 1.02674, 0.18842], [4.37786, -1.52912, 0.33876], [2.45919, -2.57581, 0.03240]],
  "nbo_charge": [-0.60, -0.45, -0.04, -0.01, -0.31, 0.02, -0.20, -0.18, -0.28, -0.11, -0.32, -0.03, 0.08, 0.21, 0.20, 0.21, 0.24, 0.24, 0.23, 0.20, 0.22, 0.22, 0.23, 0.23]
}

---

{
  "formula": "C10H11O2P",
  "method": "the ωB97M-V functional and the def2-TZVPD basis",
  "e_lumo_ev": [-1.84, -1.84],
  "orbital_gap_ha": [0.192, 0.192],
  "spin_multiplicity": 1,
  "symbols": ["C", "C", "C", "C", "C", "C", "C", "C", "C", "C", "O", "O", "P", "H", "H", "H", "H", "H", "H", "H", "H", "H", "H", "H"],
  "positions_angstrom": [[-2.53130, 1.83652, 2.21112], [-2.13383, 2.00219, 0.91182], [-1.97392, 0.72478, 2.92386], [-1.49409, 0.95490, 0.22979], [-1.25185, -0.21516, 2.31851], [-1.05839, -0.19337, 0.90197], [0.12794, -0.69263, -3.51909], [3.27839, -0.63159, 0.92675], [0.71124, -1.17038, -2.41780], [2.56576, -1.17097, -0.09634], [1.88865, 1.12128, -1.13316], [-0.36299, -1.18910, 0.42206], [1.54480, -0.30508, -1.17385], [-3.12136, 2.73010, 2.64502], [-2.45063, 2.77445, 0.24296], [-2.17083, 0.64683, 4.09434], [-1.22354, 0.93239, -0.80068], [-0.95131, -1.11490, 2.86535], [-0.24768, -1.35862, -4.16299], [0.36151, 0.38006, -3.78414], [3.75898, -1.20925, 1.63972], [3.44084, 0.42874, 0.90044], [0.66940, -2.13723, -1.94043], [2.66780, -2.25744, -0.18653]],
  "nbo_charge": [-0.27, -0.20, -0.19, -0.32, -0.29, 0.34, -0.22, -0.20, -0.65, -0.69, -0.97, -0.73, 2.01, 0.21, 0.21, 0.21, 0.19, 0.21, 0.21, 0.23, 0.21, 0.22, 0.26, 0.25]
}

---

{
  "formula": "C10H12BrCl24NO5S",
  "method": "the ωB97M-V functional and the def2-TZVPD basis",
  "e_lumo_ev": 0.07,
  "orbital_gap_ha": 0.385,
  "smiles": "N[C@]1(O)OS(=O)(=O)O[C@@H]1Br.ClC(Cl)Cl.ClC(Cl)Cl.ClC(Cl)Cl.ClC(Cl)Cl.ClC(Cl)Cl.ClC(Cl)Cl.ClC(Cl)Cl.ClC(Cl)Cl",
  "spin_multiplicity": 1,
  "symbols": ["N", "C", "O", "O", "S", "O", "O", "O", "C", "Br", "H", "H", "H", "H", "Cl", "C", "Cl", "Cl", "H", "Cl", "C", "Cl", "Cl", "H", "Cl", "C", "Cl", "Cl", "H", "Cl", "C", "Cl", "Cl", "H", "Cl", "C", "Cl", "Cl", "H", "Cl", "C", "Cl", "Cl", "H", "Cl", "C", "Cl", "Cl", "H", "Cl", "C", "Cl", "Cl", "H"],
  "positions_angstrom": [[-1.78796, 2.46254, 0.47558], [-1.40081, 3.62349, -0.25863], [-2.49236, 4.50703, -0.20817], [-1.27450, 3.32493, -1.65465], [0.25236, 2.96649, -1.93542], [0.71344, 3.34536, -3.21517], [0.46089, 1.63413, -1.49963], [0.82475, 4.09468, -0.94423], [-0.06528, 4.33647, 0.12623], [0.81618, 3.64768, 1.70827], [-1.21963, 1.65844, 0.22910], [-1.68073, 2.62420, 1.46707], [-2.25974, 5.31221, 0.26495], [-0.25868, 5.38441, 0.29829], [1.01347, 0.84250, 4.02430], [-0.66959, 1.09250, 4.48651], [-1.12307, 2.77966, 4.23110], [-1.70128, 0.01672, 3.55128], [-0.78355, 0.86121, 5.53564], [-3.96399, -2.08883, 1.81604], [-4.07613, -1.09860, 0.35721], [-4.82288, 0.45473, 0.71286], [-2.47891, -0.87536, -0.36388], [-4.70147, -1.61493, -0.36263], [-5.96628, 0.77310, -3.06943], [-7.22385, -0.42713, -2.79496], [-7.77208, -1.12970, -4.31454], [-6.65003, -1.68937, -1.69626], [-8.06454, 0.06283, -2.32566], [0.70829, -0.64473, -6.57680], [0.50842, 1.02670, -7.10234], [1.93234, 1.57912, -7.98561], [-0.94551, 1.20269, -8.08738], [0.39670, 1.64427, -6.22385], [-0.69872, -5.31437, 5.17290], [-1.65936, -5.21815, 3.69696], [-3.26164, -4.56050, 4.03469], [-0.83441, -4.25255, 2.47388], [-1.78252, -6.21912, 3.30998], [3.40180, -0.34352, -0.52545], [3.50220, -0.80776, 1.17654], [3.95894, 0.56731, 2.18208], [1.98131, -1.50651, 1.72543], [4.27187, -1.56168, 1.27041], [5.83366, -3.92214, 4.90195], [5.87425, -2.15979, 4.87011], [6.87896, -1.58334, 3.53713], [4.24692, -1.49597, 4.75147], [6.31369, -1.81616, 5.79520], [5.74183, -3.92668, -2.84665], [5.53466, -2.23797, -3.31537], [6.95009, -1.65346, -4.19100], [4.07084, -2.02591, -4.27207], [5.43164, -1.65117, -2.41342]],
  "nbo_charge": [-0.83, 0.58, -0.67, -0.66, 2.55, -0.88, -0.90, -0.68, -0.02, 0.05, 0.39, 0.38, 0.47, 0.21, 0.02, -0.29, 0.01, 0.03, 0.23, 0.01, -0.29, 0.03, 0.01, 0.23, 0.03, -0.28, 0.03, 0.00, 0.23, 0.02, -0.28, 0.02, 0.02, 0.23, 0.02, -0.28, 0.02, 0.02, 0.23, 0.02, -0.29, 0.02, 0.03, 0.23, 0.02, -0.29, 0.01, 0.02, 0.23, 0.01, -0.29, 0.02, 0.02, 0.23]
}

---

{
  "formula": "C10H12ClNO3V",
  "method": "the ωB97M-V functional and the def2-TZVPD basis",
  "total_charge": 2,
  "e_lumo_ev": [-11.53, -10.49],
  "orbital_gap_ha": [0.216, 0.268],
  "s2": 1.167,
  "spin_multiplicity": 2,
  "symbols": ["Cl", "C", "C", "C", "H", "C", "C", "H", "H", "H", "C", "V", "C", "C", "O", "O", "H", "H", "H", "C", "C", "N", "O", "H", "H", "H", "H", "H"],
  "positions_angstrom": [[2.39720, -0.86622, 2.64421], [2.18797, 0.94196, -1.42268], [0.91769, 0.55245, -1.95923], [0.57875, -0.72091, -1.44672], [0.35172, 1.10950, -2.70639], [1.69264, -1.19154, -0.64781], [2.66725, -0.11646, -0.58929], [3.63509, -0.15353, -0.10590], [2.76953, 1.79857, -1.73610], [-0.30438, -1.31645, -1.68043], [1.71607, -2.45865, 0.07562], [0.89368, 0.55386, 0.22669], [0.20913, 2.28149, 0.10054], [1.63151, 0.80539, 2.16360], [-0.37347, 3.30994, 0.04088], [1.44843, 1.54795, 3.08821], [0.68956, -2.79596, 0.24427], [2.15114, -2.32925, 1.07448], [2.29142, -3.22529, -0.45635], [-2.85692, 0.76817, -0.58951], [-2.60720, 0.15839, 0.72437], [-3.67481, -0.41198, 1.32948], [-1.50096, 0.12829, 1.31679], [-3.90074, 0.71667, -0.86281], [-2.25912, 0.25559, -1.33748], [-2.52528, 1.79786, -0.57547], [-3.65179, -0.84876, 2.21915], [-4.57413, -0.29109, 0.86787]],
  "mulliken_spin": [-0.23, -0.03, -0.04, 0.02, -0.01, -0.06, -0.04, 0.00, 0.00, 0.00, 0.01, 1.48, -0.04, -0.10, 0.12, -0.10, 0.00, 0.01, 0.00, 0.02, 0.00, 0.00, -0.01, 0.00, 0.00, 0.00, 0.00, 0.00]
}

---

{
  "formula": "C10H12ClNOS",
  "method": "the ωB97M-V functional and the def2-TZVPD basis",
  "e_lumo_ev": [0.50, -3.70],
  "orbital_gap_ha": [0.273, 0.188],
  "s2": 2.015,
  "spin_multiplicity": 3,
  "symbols": ["C", "C", "C", "C", "C", "C", "C", "C", "C", "C", "N", "O", "S", "Cl", "H", "H", "H", "H", "H", "H", "H", "H", "H", "H", "H", "H"],
  "positions_angstrom": [[2.25077, 0.05303, -1.94316], [-2.38791, 1.96811, 1.61244], [0.39163, 1.98983, 0.21787], [2.05310, -0.96055, -1.12356], [-2.10968, 1.19072, 0.56715], [-0.21261, 0.87061, 0.48210], [-2.74331, 0.51017, -0.49732], [-2.91017, -1.00409, -0.34409], [2.37752, -2.18960, 1.15923], [1.93921, -0.93633, 0.41214], [-2.80204, 1.04503, -1.67811], [-2.72932, -1.73391, -1.27299], [0.11541, -0.68324, 0.96461], [-3.21848, -1.70574, 1.28571], [2.23207, 0.11601, -3.03674], [2.46534, 1.06315, -1.52769], [-3.42155, 2.00971, 1.87806], [-1.77905, 2.36641, 2.31531], [1.49511, 1.95229, -0.08765], [0.07049, 2.88869, -0.17419], [1.88844, -1.83243, -1.66141], [1.61481, -2.55279, 1.79713], [3.17744, -1.96967, 1.89712], [2.70089, -2.84451, 0.41998], [2.47202, 0.04529, 0.70938], [-2.93015, 0.34380, -2.37131]],
  "mulliken_spin": [0.01, 0.05, -0.01, 0.00, 0.00, 0.24, 0.45, 0.10, 0.00, 0.02, 0.86, 0.20, 0.03, 0.02, 0.00, 0.00, 0.00, 0.00, 0.03, 0.01, 0.00, 0.00, 0.00, 0.00, 0.00, 0.00]
}

---

Listing strongest force on any atom for the structures above in their given order: 6.0; 3.0; 5.1; 2.2; 10.8; 7.1 eV/A.
Listing electronic energy for the structures above in their given order: -915.60444; -915.61095; -879.32855; -14835.94538; -2072.18270; -1376.30521 Ha.